(1)
Density functional theory data (ωB97M-V/def2-TZVPD) for a 2-piece molecular cluster, C2H8O3 overall.

Each line ends with the natural charge from an NBO analysis.
CARTESIAN COORDINATES (ANGSTROEM)
O (-0.7805, 0.3095, 0.4411)  -0.757
C (0.4422, -0.3493, 0.2772)  -0.089
C (0.3325, -1.1136, -1.0615)  -0.093
O (-0.8408, -1.9982, -0.9409)  -0.733
H (-1.5549, -0.2901, 0.4775)  0.495
H (1.3032, 0.3419, 0.3565)  0.210
H (0.5182, -1.0782, 1.1069)  0.149
H (0.3367, -0.4314, -1.9333)  0.202
H (1.2088, -1.7836, -1.1543)  0.166
H (-0.7844, -2.4436, -0.0698)  0.460
O (0.3364, 2.9359, 0.8921)  -0.969
H (-0.2704, 2.1735, 0.7550)  0.493
H (-0.2471, 3.7273, 0.8537)  0.466

Charge: 0
HOMO-LUMO gap in eV: 11.1842

(2)
Density functional theory data (ωB97M-V/def2-TZVPD) for a 2-piece molecular cluster, C2H8O3 overall.

Each line ends with the natural charge from an NBO analysis.
CARTESIAN COORDINATES (ANGSTROEM)
C (0.6151, 0.4739, -0.2333)  -0.262
O (0.3849, -0.3047, -1.4614)  -0.558
C (0.6810, 0.2363, -2.7229)  0.229
O (2.0628, 0.5459, -2.8735)  -0.723
H (0.0400, 1.3961, -0.4218)  0.165
H (1.6652, 0.7482, -0.0365)  0.177
H (0.2059, -0.0185, 0.6649)  0.206
H (0.4478, -0.4883, -3.5266)  0.177
H (0.0192, 1.1134, -2.8581)  0.122
H (2.2519, 1.4040, -2.4395)  0.467
O (-2.6056, -2.0398, 5.4144)  -0.940
H (-2.7967, -1.2477, 5.9662)  0.470
H (-2.9715, -1.8188, 4.5281)  0.470

Charge: 0
HOMO-LUMO gap in eV: 10.8720

The most stable of them is (1).

(1)
Density functional theory data (ωB97M-V/def2-TZVPD) for H10NaO5 as an isolated structure.

Each line ends with the natural charge from an NBO analysis.
CARTESIAN COORDINATES (ANGSTROEM)
Na (0.0538, -0.0708, -0.2496)  0.902
O (-1.6828, -0.4649, 0.5437)  -0.966
H (-2.4991, -0.8516, 0.2269)  0.498
H (-1.9283, 0.4161, 0.8263)  0.483
O (0.4275, 1.2853, -1.5074)  -0.978
H (0.1679, 1.5119, -2.4004)  0.506
H (0.9284, 2.0423, -1.2036)  0.495
O (-0.0389, 1.1180, 1.1976)  -0.964
H (-0.1436, 0.6434, 2.0223)  0.484
H (-0.3912, 1.9899, 1.3761)  0.501
O (-0.0788, -1.5179, -1.5014)  -0.966
H (0.8032, -1.3766, -1.8454)  0.482
H (-0.2521, -2.4459, -1.6592)  0.503
O (1.4255, -1.0119, 1.1179)  -0.930
H (2.2582, -0.5416, 1.1583)  0.489
H (0.9502, -0.7258, 1.8980)  0.462

Charge: +1
HOMO-LUMO gap in eV: 12.3876

(2)
Density functional theory data (ωB97M-V/def2-TZVPD) for H10NaO5 as an isolated structure.

Each line ends with the natural charge from an NBO analysis.
CARTESIAN COORDINATES (ANGSTROEM)
Na (26.0246, 17.0725, -8.3449)  0.942
O (26.4654, 17.8987, -6.3495)  -0.966
H (25.7483, 18.5007, -6.0819)  0.494
H (26.4056, 17.1463, -5.7498)  0.487
O (24.4384, 18.8872, -9.1212)  -0.967
H (24.1348, 18.9873, -10.0071)  0.489
H (24.1885, 19.6849, -8.6800)  0.488
O (26.2486, 16.5754, -10.6733)  -0.951
H (25.5580, 16.5185, -11.2916)  0.491
H (26.6729, 15.7304, -10.6760)  0.472
O (24.4692, 15.1963, -8.4899)  -0.952
H (24.5671, 14.8795, -7.5979)  0.480
H (24.7357, 14.5214, -9.0849)  0.482
O (27.3057, 15.1882, -7.8500)  -0.976
H (27.6991, 14.8460, -8.6460)  0.490
H (27.4224, 14.6021, -7.1355)  0.497

Charge: +1
HOMO-LUMO gap in eV: 12.0581

The most stable of them is (2).

(1)
Density functional theory data (ωB97M-V/def2-TZVPD) for H10NaO5 as an isolated structure.

Each line ends with the natural charge from an NBO analysis.
CARTESIAN COORDINATES (ANGSTROEM)
Na (20.6847, -11.5080, -35.2045)  0.957
O (22.2332, -12.1979, -36.9431)  -0.975
H (23.0904, -12.6001, -36.8027)  0.495
H (22.3130, -11.7509, -37.7857)  0.491
O (18.3215, -10.6721, -34.3347)  -0.947
H (18.1387, -10.2156, -35.1559)  0.465
H (17.5705, -11.2524, -34.2104)  0.491
O (21.0838, -9.1204, -35.2558)  -0.977
H (20.6320, -8.5087, -35.8371)  0.488
H (21.5738, -8.5611, -34.6530)  0.498
O (21.4500, -11.5225, -32.7974)  -0.976
H (21.1230, -12.0236, -32.0504)  0.495
H (22.1521, -10.9821, -32.4351)  0.489
O (19.0079, -12.5364, -37.0786)  -0.946
H (18.6207, -11.6620, -37.0358)  0.460
H (19.1007, -12.7121, -38.0150)  0.492

Charge: +1
HOMO-LUMO gap in eV: 12.2276

(2)
Density functional theory data (ωB97M-V/def2-TZVPD) for H10NaO5 as an isolated structure.

Each line ends with the natural charge from an NBO analysis.
CARTESIAN COORDINATES (ANGSTROEM)
Na (-0.0635, -0.9792, 0.2132)  0.991
O (-1.9112, -3.4052, -1.3797)  -0.963
H (-2.3745, -4.1472, -0.9912)  0.487
H (-2.5447, -3.0155, -1.9823)  0.478
O (2.7665, 0.2019, -1.2035)  -0.966
H (2.9691, 1.1374, -1.2080)  0.483
H (3.6196, -0.2286, -1.2589)  0.485
O (-3.1561, -0.1588, 0.7272)  -0.957
H (-3.1999, 0.7483, 0.4249)  0.481
H (-3.6984, -0.6452, 0.1063)  0.479
O (0.2168, 2.6154, -0.0080)  -0.962
H (0.4106, 2.9691, -0.8761)  0.479
H (0.1827, 3.3836, 0.5620)  0.484
O (2.0319, 0.2154, 2.4114)  -0.957
H (1.9484, 1.1467, 2.6162)  0.482
H (2.8028, 0.1620, 1.8466)  0.477

Charge: +1
HOMO-LUMO gap in eV: 11.2961

The most stable of them is (1).

(1)
Density functional theory data (ωB97M-V/def2-TZVPD) for C6H10O3 as an isolated structure.

Each line ends with the natural charge from an NBO analysis.
CARTESIAN COORDINATES (ANGSTROEM)
C (0.6265, -0.2397, -0.4558)  0.320
C (0.8343, -1.4136, -1.3861)  -0.638
C (-0.6110, 1.4107, 1.5096)  -0.700
C (-0.5040, 0.0132, 1.0045)  0.036
C (1.0502, -0.5241, 1.0490)  0.199
C (-1.2392, -0.3848, -0.1105)  0.125
O (0.9436, 0.9820, -0.9716)  -0.665
O (-2.0814, 0.4279, -0.8192)  -0.674
O (1.8683, 0.2105, 1.6624)  -0.738
H (0.6074, 1.0429, -1.8766)  0.479
H (-1.9961, 1.3387, -0.5074)  0.489
H (1.0768, -1.6245, 1.1707)  0.127
H (-1.4350, -1.4194, -0.3536)  0.209
H (0.2676, -1.3024, -2.3156)  0.209
H (1.9024, -1.4467, -1.6170)  0.244
H (0.5598, -2.3567, -0.9185)  0.232
H (-1.6552, 1.6302, 1.7540)  0.220
H (-0.2459, 2.1541, 0.7934)  0.247
H (0.0308, 1.5018, 2.3883)  0.278

Charge: 0
HOMO-LUMO gap in eV: 8.3381

(2)
Density functional theory data (ωB97M-V/def2-TZVPD) for a 2-piece molecular cluster, C6H10O3 overall.

Each line ends with the natural charge from an NBO analysis.
CARTESIAN COORDINATES (ANGSTROEM)
C (1.4648, 1.9785, -1.9294)  -0.744
C (0.8154, 1.8613, -0.5942)  0.543
O (1.0547, 2.4899, 0.3916)  -0.525
C (-0.6337, 0.9907, -0.6599)  0.312
O (-1.1874, 0.8585, -1.7250)  -0.510
H (2.4155, 2.5001, -1.8458)  0.233
H (0.7881, 2.4487, -2.6402)  0.254
H (1.6574, 0.9790, -2.3139)  0.259
H (-1.1741, 1.2214, 0.2773)  0.134
C (-1.0574, -1.8494, 2.0800)  -0.621
C (-0.9516, -1.5465, 0.5961)  -0.493
C (0.5448, -0.8751, 0.3224)  0.427
O (1.0777, -0.7554, -0.7528)  -0.507
H (-1.0364, -0.9317, 2.6664)  0.211
H (-2.0005, -2.3536, 2.2931)  0.225
H (-0.2241, -2.4668, 2.4104)  0.208
H (-0.9305, -2.4563, -0.0051)  0.232
H (-1.8333, -1.0153, 0.2436)  0.232
H (1.2105, -1.0778, 1.1853)  0.130

Charge: 0
HOMO-LUMO gap in eV: 8.9871

The most stable of them is (2).